[1]
Here is a 7-piece molecular cluster, C21H45NO8 overall at a distorted geometry from OMol25. Energies are from the ωB97M-V functional and the def2-TZVPD basis.

As for the total energy: -40366.91666 eV.

Each line ends with the Mulliken charge.
Element x y z (Å)
C: -0.1797 16.7640 39.8213  -0.18
C: 0.8270 17.5033 38.9998  0.54
O: 2.0209 17.5252 39.2701  -0.52
N: 0.3116 18.4670 37.9415  0.35
H: -0.0340 17.7062 37.2930  0.48
H: -0.5325 18.8934 38.2690  -0.44
C: 1.3280 19.4757 37.4062  -0.59
H: -0.6912 17.6058 40.2357  -0.22
H: 0.1468 16.1306 40.7279  0.31
H: -0.8895 16.1792 39.1565  0.22
H: 0.9618 20.1684 36.5843  0.22
H: 2.1884 18.8194 37.0413  0.35
H: 1.6516 20.2158 38.2377  0.27
O: -1.9539 19.4412 38.7130  0.20
H: -2.6076 20.0329 38.9535  -0.09
C: -2.5340 20.9634 42.4104  -0.83
C: -1.7171 21.5830 41.3597  1.19
C: -0.7201 22.7076 41.7699  -1.93
O: -0.9215 20.4629 40.9485  -0.68
H: -3.5204 20.4592 41.8982  -0.11
H: -2.9852 21.8279 42.9332  0.34
H: -2.3146 20.2826 43.1239  0.37
H: -2.4132 21.8055 40.6241  -0.09
H: 0.0258 22.3737 42.6064  0.27
H: -1.1988 23.4383 42.2709  0.54
H: -0.2149 23.2019 41.1063  0.57
H: -1.4607 20.0478 40.0698  -0.02
C: -2.2716 22.9941 36.0718  -1.46
C: -2.6621 21.5719 35.7220  1.15
C: -2.8020 21.2818 34.1444  -1.34
O: -1.4659 20.7360 36.1795  -0.38
H: -2.9994 23.7137 35.7065  0.40
H: -1.3010 23.1037 35.5838  0.34
H: -2.0841 23.2604 37.1095  0.27
H: -3.6370 21.2284 36.2137  0.01
H: -3.1321 20.3084 34.1417  0.17
H: -1.9661 21.4146 33.6008  0.42
H: -3.6487 21.8284 33.6566  0.35
H: -1.6674 20.4966 36.9815  -0.02
C: -2.7186 17.3983 34.3395  -1.80
C: -3.2987 17.7732 35.7750  2.24
C: -4.5873 17.1568 36.2560  -1.66
O: -2.3359 17.5428 36.7742  -0.60
H: -2.5134 16.3703 34.3873  0.49
H: -1.8509 18.0383 34.0959  0.33
H: -3.4096 17.6591 33.6084  0.46
H: -3.3931 18.8967 35.8522  -1.03
H: -5.3820 17.1719 35.3608  0.29
H: -5.0585 17.4981 37.1077  0.38
H: -4.3800 16.2500 36.4464  0.60
H: -2.5110 18.3625 37.4391  -0.05
C: -3.5246 17.1122 41.6649  -1.41
C: -4.0134 17.2285 40.1219  1.28
C: -5.3393 16.3787 40.0097  -2.10
O: -4.2185 18.5614 39.9161  -0.18
H: -4.1602 17.5772 42.5037  0.27
H: -2.6279 17.6579 41.8723  0.27
H: -3.1056 16.1032 41.6267  0.45
H: -3.1321 16.9212 39.4044  -0.01
H: -5.9901 16.8677 40.5319  0.55
H: -5.2744 15.5118 40.4196  0.66
H: -5.6258 16.0759 38.9533  0.25
H: -3.3045 18.7430 39.5247  0.04
C: -6.3945 24.3172 39.3482  -0.39
C: -5.7403 23.4397 38.4631  -0.36
C: -5.3903 21.9965 38.9395  0.40
O: -4.7919 21.1492 38.3304  -0.43
C: -5.8440 21.6587 40.3056  -0.54
C: -6.4739 22.6554 41.1971  -0.24
C: -6.7982 24.0537 40.7528  0.15
O: -7.3486 24.8536 41.4852  -0.55
H: -6.5893 25.4684 39.1811  0.24
H: -5.4514 23.7519 37.4366  0.37
H: -5.6016 20.7399 40.6642  0.80
H: -6.6058 22.2472 42.2106  0.39

Atomic forces in eV per Å
-0.8 -1.4 -0.4
4.1 0.5 2.3
-2.5 0.0 -1.2
1.7 -2.3 -0.9
0.0 1.6 -0.5
-1.9 1.2 0.8
1.2 0.2 0.0
-1.1 0.5 0.5
0.2 1.0 -2.0
0.6 0.8 0.9
-0.3 -1.5 0.9
-1.0 1.4 0.6
-0.6 -1.8 -1.1
1.5 -1.9 -0.6
-2.2 2.4 0.0
-6.3 2.8 -1.2
4.0 -2.0 1.4
-1.2 -5.1 4.6
-1.0 -1.2 -4.0
2.3 1.0 0.9
-0.3 -0.3 0.4
2.1 -2.1 1.9
-0.9 1.4 -1.8
-1.2 -0.1 -1.7
-2.2 2.6 1.8
2.9 2.0 -4.6
2.4 0.8 2.6
0.2 0.1 -0.6
0.7 -1.1 -0.6
-3.3 2.0 3.5
-0.4 3.0 -7.9
0.0 0.2 -0.3
-0.1 0.5 -0.2
-0.3 -0.6 0.3
1.6 0.3 -0.4
-0.4 -2.5 -0.4
3.1 0.5 -1.6
0.7 0.1 0.7
-1.7 -2.3 7.4
0.0 1.8 3.0
0.3 2.9 -0.5
-2.4 4.4 -6.0
0.6 1.7 2.4
0.5 -1.4 -0.5
-0.1 -0.6 0.6
-1.6 0.0 -1.4
-0.4 -0.9 -1.0
1.5 -0.1 1.9
-0.6 1.7 1.8
1.3 -7.1 1.1
1.1 -2.4 -1.2
0.2 -0.2 -1.3
0.6 -2.0 2.2
4.5 2.3 -6.6
0.8 1.5 -1.8
0.1 -1.7 -1.5
0.9 0.9 -0.7
-0.8 -0.5 1.5
-1.7 -0.3 1.4
-4.4 3.2 2.5
1.1 -5.6 3.0
0.0 1.2 1.0
-1.5 0.7 0.4
1.2 1.4 -2.1
-1.1 1.1 1.9
-1.2 1.3 0.8
0.5 0.4 -1.1
-2.9 7.0 2.4
2.6 -4.3 -2.7
0.2 -2.0 0.6
0.5 -0.2 -0.8
0.4 -2.5 -0.5
-0.2 -0.3 0.9
0.6 -2.7 0.9
-0.4 0.8 -0.4

---

[2]
Here is one molecule with the formula C5H10N2S at a distorted geometry from OMol25. Energies are from the ωB97M-V functional and the def2-TZVPD basis.

As for the total energy: -19159.65666 eV.

Each line ends with the Mulliken charge.
Element x y z (Å)
C: 0.8323 0.9633 -1.6962  -0.45
C: 0.3424 -0.4630 -1.3700  -0.67
C: 1.4416 1.6444 -0.5673  0.11
C: -1.8395 -0.3593 0.5194  -0.41
C: -1.4619 -1.5396 1.3923  -1.04
N: 2.3050 1.7002 1.6456  -1.17
N: 1.9711 1.5318 0.4803  0.73
S: -1.4741 -0.6041 -1.2544  -0.12
H: 1.5751 0.9223 -2.4990  0.34
H: -0.0064 1.5588 -2.0739  0.31
H: 0.6152 -1.1476 -2.1725  0.33
H: 0.7710 -0.8289 -0.4396  0.28
H: -1.3457 0.5548 0.8443  0.30
H: -2.9184 -0.2024 0.5343  0.32
H: -1.9147 -2.4540 1.0169  0.28
H: -1.8171 -1.3624 2.4061  0.34
H: -0.3826 -1.6827 1.4343  0.31
H: 3.3067 1.7684 1.7994  0.22

Atomic forces in eV per Å
-0.2 -0.4 -0.4
-0.6 0.0 0.0
0.3 0.0 0.5
0.3 -0.1 -0.4
0.0 0.1 0.0
0.2 -0.1 2.2
-0.5 0.8 -1.8
0.0 -0.1 0.0
0.0 0.1 0.0
0.2 -0.1 0.0
0.1 0.0 0.1
0.1 -0.1 0.0
-0.1 0.1 0.1
0.0 0.1 0.0
0.0 -0.1 0.0
0.0 -0.1 0.1
0.0 0.0 0.0
0.1 -0.2 -0.5

---

[3]
Here is one molecule with the formula C3H8N2O at a distorted geometry from OMol25. Energies are from the ωB97M-V functional and the def2-TZVPD basis.

As for the total energy: -8268.72009 eV. As for the SMILES: CCNC(N)=O.

Each line ends with the Mulliken charge.
Element x y z (Å)
C: 0.5917 -0.4525 -0.4449  -0.29
N: -0.2659 0.0790 0.6137  -0.29
C: -1.3393 0.9384 0.3231  0.49
N: -1.2190 2.0830 -0.3728  -0.35
O: -2.4389 0.5887 0.7273  -0.64
C: 1.4325 -1.6087 0.1624  -1.18
H: 0.1901 -0.7732 -1.4111  0.30
H: 1.3318 0.3166 -0.6764  0.29
H: -0.7561 -0.7067 1.0228  0.23
H: -1.9344 2.7537 -0.1484  0.24
H: -0.3979 2.3868 -0.8556  0.19
H: 0.9095 -2.5618 0.0909  0.31
H: 2.4268 -1.6446 -0.2643  0.36
H: 1.4692 -1.3987 1.2333  0.34

Atomic forces in eV per Å
2.1 0.2 0.3
-0.5 -0.3 -1.1
-1.0 -1.5 0.2
0.5 0.6 -0.2
-0.2 0.5 0.5
-1.1 0.5 0.4
-0.8 0.2 0.3
-0.1 0.2 -0.2
0.0 0.0 0.3
0.0 0.0 -0.4
0.3 0.0 0.2
0.2 -0.1 -0.3
0.1 -0.2 0.0
0.5 0.0 0.0

---

[4]
Here is C37H86CaN5O9 as an isolated structure at a distorted geometry from OMol25. Energies are from the ωB97M-V functional and the def2-TZVPD basis.

As for the total energy: -84070.74826 eV. Its charge is +1.

Each line ends with the Mulliken charge.
Element x y z (Å)
Ca: -1.8115 -4.4361 -0.3693  1.39
C: -0.0717 -1.4656 0.4446  1.39
O: -0.6571 -2.5909 -0.0778  -0.55
H: -0.7701 -0.8740 1.0633  -0.77
H: 0.8338 -1.6883 1.0278  0.50
H: 0.2629 -0.7770 -0.3536  -1.00
C: -1.3379 4.0139 -0.5942  -1.98
C: -1.9283 2.9093 -1.4538  2.19
C: -2.7755 3.5551 -2.5360  -1.62
C: -3.3229 2.5518 -3.5405  -0.54
C: -2.1400 1.8598 -4.2085  -1.19
C: -1.1014 1.2978 -3.2498  2.88
N: -0.8222 2.2441 -2.1602  -0.50
O: 0.1345 1.7239 -1.2758  0.02
C: -1.5528 -0.0874 -2.7184  -1.36
C: 0.1918 1.0972 -4.0247  -2.51
C: -2.7639 1.9584 -0.5640  -1.04
H: -0.6104 4.5807 -1.1723  0.45
H: -0.8252 3.6098 0.2816  0.13
H: -2.1365 4.6605 -0.2267  0.44
H: -3.5640 4.1860 -2.1176  0.43
H: -2.1242 4.2384 -3.0934  0.39
H: -3.9009 3.0832 -4.3007  0.50
H: -4.0162 1.8483 -3.0712  0.15
H: -1.6685 2.5467 -4.9166  0.42
H: -2.4795 1.0309 -4.8377  0.30
H: -2.1383 -0.5932 -3.4980  0.39
H: -0.7185 -0.7812 -2.5773  0.13
H: -2.1735 -0.0510 -1.8261  0.26
H: 0.9399 0.6697 -3.3512  -0.07
H: 0.0514 0.4376 -4.8801  0.34
H: 0.6425 2.0517 -4.2990  0.64
H: -3.2149 2.5006 0.2644  0.60
H: -2.1266 1.1719 -0.1535  -0.06
H: -3.5459 1.4730 -1.1463  -0.13
H: -0.2878 1.0109 -0.7651  0.08
C: 4.5143 4.2995 3.4698  -1.70
C: 5.3718 3.1213 2.9744  1.73
C: 5.4436 2.0513 4.0705  -1.46
C: 4.1843 1.1982 4.1534  -0.40
C: 3.9160 0.6112 2.7679  -1.33
C: 3.7318 1.6756 1.6877  2.43
N: 4.9500 2.5085 1.7188  0.11
O: 4.8074 3.5418 0.7380  -0.51
C: 3.7183 0.9231 0.3677  -2.17
C: 2.4422 2.4456 1.8836  -1.20
C: 6.8098 3.6118 2.7840  -1.98
H: 3.6954 4.0004 4.1195  0.31
H: 4.1122 4.8810 2.6356  0.28
H: 5.1515 5.0224 3.9841  0.47
H: 6.2570 1.3727 3.7929  0.39
H: 5.6744 2.5509 5.0107  0.48
H: 3.3222 1.7963 4.4759  0.07
H: 4.2499 0.3950 4.8904  0.48
H: 2.9701 0.0543 2.8286  0.21
H: 4.6932 -0.1057 2.5010  0.42
H: 4.6339 0.3535 0.2094  0.58
H: 2.8817 0.2171 0.3415  -0.15
H: 3.5537 1.5853 -0.4874  0.66
H: 2.3613 2.9334 2.8532  0.08
H: 2.2811 3.1981 1.1112  0.41
H: 1.5710 1.7768 1.8498  0.04
H: 7.4864 2.8166 2.4711  0.41
H: 7.1775 4.0572 3.7084  0.44
H: 6.8521 4.3906 2.0155  0.45
H: 5.5625 3.3941 0.1612  0.37
C: 3.8195 -5.1528 -1.4041  -0.81
O: 2.9897 -4.1085 -1.8273  -0.32
C: 3.3276 -2.8269 -1.3227  -0.95
C: 2.3937 -1.8383 -2.0009  0.33
N: 2.7251 -1.6316 -3.4005  -0.37
C: 3.8918 -0.7776 -3.6037  0.03
C: 4.0209 -0.4241 -5.0721  -1.11
O: 3.0205 0.5248 -5.3906  -0.15
C: 3.0938 0.9880 -6.7090  -0.84
H: 3.8730 -5.2293 -0.3037  0.32
H: 4.8544 -5.0373 -1.7495  0.29
H: 3.4004 -6.0858 -1.7756  0.25
H: 4.3688 -2.5660 -1.5375  0.48
H: 3.1091 -2.8494 -0.2469  0.44
H: 2.3594 -0.8878 -1.4494  -0.18
H: 1.4049 -2.2979 -1.9369  0.04
H: 1.9511 -1.1979 -3.8894  0.35
H: 4.7979 -1.3475 -3.3775  0.45
H: 3.8509 0.1572 -3.0285  0.00
H: 3.9248 -1.3231 -5.6925  0.46
H: 5.0181 0.0095 -5.2374  0.46
H: 3.4031 0.1816 -7.3873  0.36
H: 3.7888 1.8265 -6.8289  0.29
H: 2.1036 1.3243 -7.0179  0.22
C: -5.0068 -1.5489 -5.0157  -0.91
O: -4.3846 -2.1889 -3.9067  -0.27
C: -5.2673 -2.8801 -3.0795  -0.80
C: -4.4137 -3.7369 -2.1621  -0.77
N: -3.3560 -2.9353 -1.4845  0.29
C: -3.9008 -2.1593 -0.3397  0.63
C: -4.5469 -3.0281 0.7092  -0.99
O: -3.6068 -4.0235 1.1805  -0.27
C: -4.1963 -4.8400 2.1998  -0.93
H: -5.6616 -2.2537 -5.5313  0.41
H: -4.2266 -1.2069 -5.6904  0.24
H: -5.5574 -0.6610 -4.6888  0.34
H: -5.9791 -3.4940 -3.6464  0.53
H: -5.8778 -2.2018 -2.4583  0.32
H: -3.8825 -4.4634 -2.7960  0.37
H: -5.0162 -4.3408 -1.4862  0.45
H: -3.0552 -2.2732 -2.2008  -0.23
H: -4.6051 -1.3796 -0.6453  0.41
H: -3.0607 -1.6371 0.1273  -0.78
H: -5.4620 -3.5404 0.4077  0.60
H: -4.7877 -2.3550 1.5400  0.58
H: -5.0783 -5.3508 1.7991  0.37
H: -4.5017 -4.2325 3.0508  0.25
H: -3.4724 -5.5939 2.4978  0.33
C: -0.1971 2.3074 4.5973  -0.74
O: -1.4387 1.7799 4.2163  -0.51
C: -1.3926 1.2048 2.9429  0.24
C: -2.7729 0.6478 2.6165  0.79
N: -3.4269 -0.0758 3.7111  -0.42
C: -2.8027 -1.4004 3.9092  0.84
C: -3.4060 -2.0873 5.1291  -0.95
O: -2.5416 -1.8815 6.2297  -0.32
C: -2.9485 -2.5557 7.3762  -0.75
H: 0.6105 1.5854 4.4227  0.21
H: -0.2419 2.5466 5.6564  0.41
H: 0.0160 3.2086 4.0085  0.29
H: -0.5871 0.4565 2.8478  0.11
H: -1.1053 1.9854 2.2150  0.18
H: -2.7193 0.0121 1.7275  -1.12
H: -3.4072 1.4897 2.3278  0.11
H: -3.1857 0.4454 4.5541  0.45
H: -1.7237 -1.3446 4.0858  0.22
H: -3.0551 -1.9933 3.0235  -0.50
H: -3.5173 -3.1654 4.9295  0.38
H: -4.3976 -1.6682 5.3381  0.39
H: -3.9942 -2.3498 7.6517  0.31
H: -2.3114 -2.2452 8.2012  0.26
H: -2.8880 -3.6515 7.2801  0.28

Atomic forces in eV per Å
1.2 2.6 0.4
0.2 0.6 -0.2
-1.2 -2.4 -0.3
0.1 -0.2 0.1
-0.1 0.1 0.2
0.0 -0.2 0.0
0.2 -0.1 0.4
0.0 -0.2 0.2
-0.2 0.3 -0.5
0.1 0.2 -0.2
-0.5 0.0 -0.4
0.2 -0.5 0.4
0.0 0.6 -0.5
-0.1 -0.1 0.2
-0.2 -0.7 -0.7
0.7 0.0 0.7
0.2 0.1 -0.3
-0.1 0.1 0.0
0.1 0.0 -0.1
0.0 0.1 -0.1
0.0 -0.2 0.2
0.0 0.0 0.1
0.0 -0.1 0.0
0.1 -0.1 0.0
0.1 0.2 0.3
0.0 0.0 0.0
-0.1 0.2 0.1
0.1 0.3 0.4
0.1 0.0 0.0
-0.1 -0.2 -0.2
0.0 0.1 -0.1
-0.3 0.0 -0.4
-0.1 0.0 0.0
-0.1 0.1 0.2
-0.1 0.0 0.1
0.0 0.0 -0.1
0.1 0.6 -0.5
0.3 0.3 0.8
-0.2 -0.6 -0.3
-0.2 0.2 -0.2
-0.9 -0.1 0.9
0.8 -0.4 0.1
-0.1 -0.3 -0.4
0.0 -0.1 0.1
-0.5 0.1 -0.7
-0.9 0.1 0.1
0.0 0.5 -0.4
0.0 0.0 0.1
-0.1 -0.3 0.0
-0.1 -0.2 0.3
0.1 0.1 0.3
0.1 -0.1 0.0
0.1 0.0 -0.1
0.3 0.0 0.0
0.1 -0.1 -0.2
0.2 0.1 -0.1
0.1 0.1 0.1
0.0 0.0 0.2
0.1 0.1 0.1
0.2 0.1 0.0
0.2 0.0 0.0
0.2 -0.1 -0.2
-0.1 -0.2 0.1
0.0 -0.1 0.0
0.0 0.0 0.1
0.0 0.0 -0.1
0.3 0.0 0.6
-0.1 -0.1 -0.3
-0.6 -0.1 -0.2
-0.2 -0.1 -0.1
0.2 0.2 -0.1
-0.1 -0.5 -0.7
0.3 0.4 0.3
-0.2 -0.2 0.3
0.0 -0.1 -0.6
-0.1 0.1 -0.1
-0.1 0.0 -0.2
0.1 0.0 -0.2
0.1 -0.2 0.3
0.4 0.3 0.1
0.1 -0.1 0.1
-0.1 0.1 0.0
-0.1 -0.1 0.1
0.0 0.2 0.4
0.1 -0.1 0.2
-0.1 0.0 0.0
-0.1 0.0 -0.1
0.0 0.1 0.0
0.1 -0.1 0.1
0.0 0.0 0.1
0.1 0.2 0.2
0.2 0.1 -0.4
-0.6 -0.1 0.6
0.7 -0.3 -0.9
-1.2 -0.6 0.3
0.4 0.1 -0.2
0.2 0.4 0.5
-0.1 -0.1 -0.4
-0.2 -0.2 -0.2
-0.1 0.1 -0.1
0.1 -0.2 0.0
-0.2 -0.2 0.0
0.2 -0.1 0.0
0.1 0.1 -0.2
-0.1 0.1 -0.1
0.0 0.3 0.3
0.4 0.0 0.2
-0.1 -0.1 -0.1
0.1 -0.1 -0.1
0.0 0.1 -0.1
-0.1 -0.2 0.1
0.0 0.0 0.0
0.1 0.0 0.0
0.1 0.1 0.1
0.3 0.2 -0.1
-0.2 -0.4 0.3
0.4 0.2 -0.7
-0.3 0.4 0.0
0.9 -0.3 0.0
-0.9 0.3 0.2
0.3 0.0 -0.1
0.0 0.2 -0.5
-0.5 -0.5 0.7
0.0 0.0 0.1
0.0 0.1 0.0
0.1 0.0 0.1
-0.2 -0.1 0.4
-0.2 -0.1 -0.1
0.1 -0.1 0.1
-0.1 0.0 0.2
-0.3 0.1 0.0
0.1 -0.2 -0.3
0.4 0.0 -0.1
0.0 0.0 0.2
0.0 -0.1 0.0
0.1 0.2 -0.1
0.0 0.0 0.0
0.2 0.1 -0.2

---

[5]
Here is a 2-piece molecular cluster, C7H10O overall at a distorted geometry from OMol25. Energies are from the ωB97M-V functional and the def2-TZVPD basis.

As for the total energy: -9458.51351 eV. Its charge is +1. Its spin multiplicity is 2. The expectation value of S² is 0.768.

Each line ends with the Mulliken spin population.
Element x y z (Å)
C: 0.5536 -0.1369 2.2491  0.01
C: 1.9089 -0.0420 0.1697  -0.02
C: 0.8134 0.3973 0.8302  0.22
C: -0.1696 1.1772 0.1012  0.25
C: 0.0712 1.4938 -1.2305  -0.04
C: 1.2243 1.0890 -1.8874  0.28
C: 2.1950 0.3837 -1.0925  0.22
H: 1.3850 0.1421 2.9247  0.02
H: 0.4767 -1.2181 2.0143  0.03
H: -0.4464 0.1199 2.7502  0.00
H: 2.4577 -0.9432 0.7310  0.00
H: -1.0138 1.5243 0.7193  0.01
H: -0.5229 2.1386 -1.7809  0.00
H: 1.3258 1.3049 -2.9699  0.00
H: 3.2638 0.2087 -1.3416  0.00
H: -3.7468 -2.5119 -0.8531  0.00
H: -5.1657 -2.5044 -0.2211  0.00
O: -4.6102 -2.6231 -1.1126  0.00

Atomic forces in eV per Å
-1.2 0.5 -0.6
1.8 -3.2 1.3
-2.5 -0.2 1.6
0.3 0.7 0.3
0.5 -0.4 1.0
0.2 0.0 0.3
1.9 -0.3 -0.2
-0.4 -0.6 -0.4
0.5 0.2 0.7
1.5 0.1 -1.0
-0.4 2.6 -1.5
0.2 0.0 -0.9
-1.7 0.9 -0.7
0.3 -0.2 0.9
-1.1 0.0 -0.8
3.2 0.3 1.0
1.9 -0.4 -3.1
-5.1 0.1 2.1

---

[6]
Here is a 2-piece molecular cluster, C2H4FNO overall at a distorted geometry from OMol25. Energies are from the ωB97M-V functional and the def2-TZVPD basis.

As for the total energy: -8389.54845 eV.

Each line ends with the Mulliken charge.
Element x y z (Å)
C: 1.5998 1.1690 -0.3888  0.44
C: -1.0114 -0.6574 0.4709  -0.71
N: -0.6563 -0.0598 -0.7202  -0.42
O: 2.1591 0.9690 0.6089  -0.30
F: 1.7925 2.0226 -1.3419  -0.14
H: -1.4568 0.1197 1.1299  0.28
H: -1.7223 -1.4132 0.3278  0.36
H: -0.3609 -1.2619 1.2479  0.25
H: -0.3438 -0.8881 -1.3344  0.24

Atomic forces in eV per Å
-1.7 -1.7 0.2
0.3 0.6 4.6
2.1 -1.3 -2.5
0.6 0.4 0.2
0.4 0.7 -0.4
0.0 -0.5 -0.3
-1.6 -1.2 -0.6
0.1 1.2 -1.9
-0.2 1.7 0.7